Density functional theory data (ωB97M-V with the def2-TZVPD basis set) for one molecule with the formula C20H31N7O2.

Properties
orbital gap: 8.76 eV
maximum force: 0.73 eV Å⁻¹
SMILES: CCN(CC)c1nc(OCCNC(=O)Nc2ccccc2)nc(N(CC)CC)n1
2S+1: 1

Cartesian coordinates (Å):
C 3.212 -0.440 1.010
H 3.424 -1.351 0.452
H 2.276 -0.563 1.548
H 4.010 -0.284 1.731
C 3.112 0.760 0.072
N 2.054 0.587 -0.900
C 0.835 1.104 -0.657
N 0.639 1.707 0.509
C -0.584 2.211 0.699
N -0.828 2.848 1.849
C 0.211 2.988 2.843
C 0.259 1.787 3.784
H 1.045 1.920 4.522
H -0.690 1.664 4.301
H 0.462 0.885 3.213
H 1.167 3.079 2.322
H 0.023 3.904 3.407
C -2.138 3.400 2.116
C -2.238 4.856 1.666
H -1.493 5.470 2.166
H -2.079 4.915 0.593
H -3.225 5.248 1.895
H -2.868 2.802 1.568
H -2.332 3.319 3.189
N -1.584 2.124 -0.191
C -1.294 1.473 -1.297
N -0.111 0.946 -1.601
O -2.307 1.380 -2.157
C -2.090 0.771 -3.421
C -2.296 -0.743 -3.397
N -1.282 -1.380 -2.581
C -1.628 -2.376 -1.711
O -2.679 -2.977 -1.775
N -0.618 -2.639 -0.805
C -0.533 -3.664 0.134
C -1.508 -4.647 0.276
C -1.348 -5.642 1.222
C -0.228 -5.676 2.036
C 0.743 -4.698 1.898
C 0.594 -3.700 0.955
H 1.355 -2.938 0.849
H 1.622 -4.712 2.526
H -0.111 -6.458 2.771
H -2.110 -6.401 1.323
H -2.380 -4.620 -0.355
H 0.174 -2.012 -0.815
H -0.539 -0.738 -2.311
H -3.281 -0.998 -2.992
H -2.236 -1.120 -4.425
H -1.078 1.002 -3.773
H -2.827 1.229 -4.085
C 2.384 0.006 -2.183
C 2.747 1.072 -3.215
H 3.599 1.659 -2.880
H 1.902 1.741 -3.362
H 2.994 0.605 -4.165
H 1.531 -0.569 -2.549
H 3.224 -0.677 -2.034
H 2.888 1.656 0.653
H 4.055 0.904 -0.462